Entry 1:
Here is a 9-piece molecular cluster, C40H50F32N4O6 overall from the Open Molecules 2025 dataset. Energies are from wB97M-V/def2-TZVPD.

Atoms and positions in Å:
F -2.512 4.531 8.384
C -2.126 3.246 8.428
F -3.234 2.457 8.430
C -1.282 2.898 7.207
F -0.834 1.630 7.349
F -0.195 3.721 7.206
C -2.042 3.058 5.906
O -1.186 2.668 4.859
C -1.466 3.220 3.656
F -2.756 3.034 3.318
F -1.239 4.560 3.698
C -0.580 2.539 2.626
F -0.849 3.080 1.404
F 0.727 2.710 2.924
H -1.561 3.048 9.344
H -2.371 4.100 5.839
H -2.969 2.479 5.942
H -0.739 1.465 2.514
F -3.615 1.613 1.119
C -4.384 1.527 0.015
F -5.344 2.499 0.081
C -3.573 1.671 -1.266
F -4.443 1.530 -2.292
F -2.691 0.626 -1.328
C -2.842 2.980 -1.352
O -2.255 3.108 -2.625
C -1.528 4.238 -2.798
F -2.336 5.331 -2.803
F -0.656 4.396 -1.791
C -0.774 4.084 -4.115
F -1.651 3.750 -5.079
F -0.151 5.229 -4.463
H -4.910 0.565 0.031
H -2.132 3.061 -0.524
H -3.546 3.795 -1.143
H -0.005 3.314 -3.992
F -4.317 -0.799 2.551
C -3.128 -0.846 3.239
F -2.837 0.353 3.773
C -3.246 -1.858 4.374
F -3.367 -3.110 3.860
F -4.398 -1.605 5.065
C -2.099 -1.813 5.360
O -0.930 -2.193 4.665
C 0.164 -1.434 4.861
F -0.087 -0.149 4.498
F 0.510 -1.403 6.172
C 1.259 -2.040 3.994
F 2.385 -1.305 4.142
F 1.526 -3.295 4.423
H -2.389 -1.148 2.494
H -2.290 -2.535 6.156
H -2.051 -0.825 5.819
H 0.965 -2.015 2.945
F -3.633 -2.036 -7.031
C -3.245 -1.212 -6.021
F -3.789 -1.653 -4.860
C -1.726 -1.100 -5.945
F -1.465 -0.245 -4.914
F -1.321 -0.508 -7.093
C -1.017 -2.410 -5.754
O 0.352 -2.209 -6.100
C 1.147 -3.274 -5.856
F 1.144 -3.581 -4.544
F 0.703 -4.366 -6.534
C 2.564 -2.932 -6.303
F 3.358 -4.006 -6.199
F 2.529 -2.525 -7.589
H -3.666 -0.221 -6.225
H -1.461 -3.185 -6.383
H -1.160 -2.769 -4.731
H 2.935 -2.090 -5.708
O -0.401 -0.721 1.536
C -0.087 -0.542 0.390
C 0.095 -1.536 -0.736
C 0.133 -0.626 -1.965
C 0.648 0.694 -1.394
O 0.259 0.681 -0.030
H 1.022 -2.078 -0.540
H -0.736 -2.235 -0.769
H 0.707 -1.026 -2.794
H -0.879 -0.515 -2.359
H 1.739 0.657 -1.513
H 0.336 1.615 -1.879
C -3.608 -3.847 0.502
C -4.095 -2.587 -0.205
C -4.105 -2.705 -1.725
C -2.912 -3.311 -2.316
N -2.007 -3.825 -2.791
H -2.523 -3.951 0.447
H -4.086 -4.739 0.087
H -3.864 -3.850 1.561
H -3.446 -1.755 0.083
H -5.095 -2.352 0.162
H -4.205 -1.730 -2.214
H -4.981 -3.257 -2.075
C 2.488 -4.997 -2.075
C 3.381 -5.623 -1.013
C 2.900 -5.335 0.397
C 3.101 -3.933 0.787
N 3.259 -2.862 1.158
H 2.865 -5.239 -3.069
H 2.355 -3.921 -1.965
H 1.489 -5.446 -2.039
H 4.395 -5.239 -1.147
H 3.443 -6.695 -1.203
H 3.399 -5.892 1.200
H 1.853 -5.614 0.546
C 5.793 4.130 -1.660
C 5.614 2.793 -2.369
C 4.388 2.724 -3.278
C 3.183 3.253 -2.647
N 2.235 3.684 -2.168
H 5.000 4.323 -0.936
H 5.861 4.960 -2.372
H 6.745 4.184 -1.130
H 5.603 2.036 -1.586
H 6.496 2.659 -2.996
H 4.209 1.716 -3.659
H 4.580 3.281 -4.201
C 3.437 1.129 1.864
C 3.807 2.593 1.948
C 5.284 2.844 2.248
C 6.228 2.261 1.285
N 7.002 1.797 0.577
H 3.940 0.601 1.045
H 2.379 0.946 1.677
H 3.717 0.595 2.775
H 3.244 3.057 2.757
H 3.523 3.076 1.009
H 5.535 2.363 3.197
H 5.488 3.915 2.268

Forces on the atoms, in the same order (eV/Å):
-0.0999 0.2111 -0.0776
0.2531 -0.5795 0.4094
-0.0471 0.0923 -0.0322
0.0007 0.3965 -0.5946
0.0125 -0.1470 0.1150
-0.1104 -0.1624 0.1279
-0.6165 0.3571 0.5110
-0.0506 -0.1688 -0.0205
0.4673 -0.0386 0.5253
-0.1830 0.3055 -0.0874
-0.2045 -0.1120 -0.2853
0.2956 -0.8186 -0.9484
0.1997 0.4324 0.1584
-0.1614 0.4580 -0.0065
-0.0419 0.1354 -0.0186
0.3436 0.0350 -0.1349
0.2499 -0.3229 -0.0991
-0.3104 0.0237 0.4431
0.2266 0.1743 -0.2868
-1.0497 -0.4618 0.5318
0.5511 -0.1130 -0.1438
0.3241 0.4493 -0.0529
-0.0284 -0.1775 -0.1218
-0.2187 -0.0410 0.0460
-0.3532 0.7721 0.9990
0.0558 -0.4296 -0.0717
-0.3506 0.1432 0.0041
0.1775 -0.0374 -0.0400
0.2244 0.2783 0.1139
0.5432 -0.1260 0.0595
0.0015 0.0169 -0.2016
-0.2344 0.1150 0.0994
0.1838 0.0027 -0.0800
0.2579 -0.4058 -0.2756
-0.1671 -0.1764 -0.3852
-0.1621 -0.0813 -0.1226
0.1131 0.2698 0.5169
-0.1338 -0.8442 -0.8975
-0.2641 0.1808 -0.1536
-0.4532 -0.0037 0.5681
0.0582 0.1353 -0.1677
0.1890 0.0399 -0.0566
-0.3616 -0.1492 0.4072
-0.1665 -0.2095 -0.1633
-0.2472 0.0912 0.1584
0.3643 -0.0631 0.0892
0.0730 0.0715 -0.1606
0.6457 0.3997 -0.0954
0.0218 0.0348 0.0868
-0.1568 0.0499 -0.1249
0.3316 0.2013 0.3207
-0.1115 -0.0632 -0.0803
0.1837 0.0529 -0.1989
-0.0387 -0.2425 0.0076
0.3148 -0.0761 0.3635
-0.8663 0.7621 -0.4808
0.3114 -0.3226 0.0129
-0.0498 -0.2664 0.0867
0.1335 0.0383 -0.1189
-0.0774 0.1159 0.0447
-0.1848 -0.6603 0.0903
-0.0096 0.1218 0.2485
-0.4283 -0.0639 -0.5854
0.1519 -0.2916 0.2605
0.1063 -0.0385 0.2739
-0.1034 0.8416 0.0268
0.0797 -0.1092 0.0960
0.0558 -0.2197 -0.1767
0.1369 -0.0325 0.0200
0.0233 0.2371 -0.2732
0.2291 0.2822 0.0754
0.1797 -0.2690 0.1082
-0.3819 -0.2648 0.3125
0.6680 0.0613 -0.3685
-0.4122 0.3515 -0.0653
-0.7857 -0.1405 -0.2605
0.9551 -0.7712 -1.0820
-0.1104 0.4966 0.3860
0.0553 -0.0095 -0.0366
0.0984 -0.1702 0.1125
0.3614 0.0757 0.0396
0.0019 0.0475 0.1253
-0.0023 0.2923 0.6352
-0.4225 -0.0442 0.1542
-0.1295 -0.2458 0.1797
0.4566 -0.0384 0.4703
-0.3786 0.4057 -0.5455
-0.6929 0.0468 0.4598
0.6660 -0.1727 -0.2530
-0.0395 -0.1120 -0.1932
0.1614 -0.0009 -0.1130
-0.0099 0.2288 -0.0284
-0.0796 0.0523 -0.0147
-0.0587 0.1227 -0.2557
0.0123 0.0925 0.1971
0.1526 -0.2591 0.0713
-0.5021 -0.5564 -0.0827
0.3324 0.1681 -0.4771
0.0145 -0.0490 0.8831
-0.4468 -0.5533 -0.1209
0.0082 0.5817 0.0009
0.1084 0.2816 -0.0217
0.2112 0.0677 -0.0241
0.0099 0.1120 0.0857
0.0215 -0.0312 0.1846
-0.0983 -0.0579 0.2437
0.3144 -0.1933 -0.4141
-0.0913 0.2916 -0.2675
0.2295 0.5049 -0.2178
0.4885 0.4256 0.3788
0.2646 -0.0357 -0.4554
0.1254 -0.2062 -0.3275
-0.2597 0.0292 0.1650
-0.0703 0.0933 -0.0963
-0.3880 -0.0232 -0.0067
-0.0434 -0.3802 0.1205
-0.0546 -0.2993 -0.2864
-0.0361 -0.3962 0.0401
-0.1157 -0.0996 0.3849
-0.1159 0.3272 0.2153
0.2457 -0.8178 -0.1450
-0.2611 -0.0765 -0.3673
0.1664 -0.3659 -0.2311
-0.2690 0.0288 0.1328
0.0845 -0.0715 -0.2057
0.2146 0.2235 0.0473
-0.1061 0.3302 0.2246
-0.1041 0.0081 0.0337
-0.0623 0.1335 -0.0900
0.0191 0.2034 0.1056
0.0138 0.3599 0.1649
0.0391 -0.0015 0.3140

Summary:
- structure (SMILES) = FC(F)C(F)(F)COC(F)(F)C(F)F.FC(F)C(F)(F)COC(F)(F)C(F)F.FC(F)C(F)(F)COC(F)(F)C(F)F.FC(F)C(F)(F)COC(F)(F)C(F)F.O=C1CCCO1.CCCC#N.CCCC#N.CCCC#N.CCCC#N
- DFT total energy (Ha) = -5420.450688
- LUMO energy (eV) = 0.114
- highest occupied orbital energy (eV) = -11.012
- net charge = 0
- frontier orbital gap (eV) = 11.1

Atom charges from the Löwdin analysis, given in e for atoms 1 to 99:
1 F 0.11
2 C -0.31
3 F 0.09
4 C -0.45
5 F 0.13
6 F 0.12
7 C -0.06
8 O 0.05
9 C -0.56
10 F 0.15
11 F 0.15
12 C -0.27
13 F 0.08
14 F 0.11
15 H 0.18
16 H 0.15
17 H 0.15
18 H 0.14
19 F 0.10
20 C -0.29
21 F 0.09
22 C -0.43
23 F 0.13
24 F 0.11
25 C -0.06
26 O 0.05
27 C -0.57
28 F 0.15
29 F 0.14
30 C -0.30
31 F 0.11
32 F 0.10
33 H 0.17
34 H 0.13
35 H 0.16
36 H 0.16
37 F 0.07
38 C -0.28
39 F 0.11
40 C -0.43
41 F 0.12
42 F 0.11
43 C -0.05
44 O 0.05
45 C -0.55
46 F 0.14
47 F 0.15
48 C -0.29
49 F 0.09
50 F 0.10
51 H 0.14
52 H 0.16
53 H 0.15
54 H 0.14
55 F 0.09
56 C -0.29
57 F 0.09
58 C -0.45
59 F 0.11
60 F 0.14
61 C -0.05
62 O 0.05
63 C -0.56
64 F 0.13
65 F 0.15
66 C -0.30
67 F 0.11
68 F 0.11
69 H 0.18
70 H 0.15
71 H 0.10
72 H 0.17
73 O 0.09
74 C -0.46
75 C -0.04
76 C -0.14
77 C -0.14
78 O 0.03
79 H 0.11
80 H 0.10
81 H 0.11
82 H 0.09
83 H 0.12
84 H 0.10
85 C -0.09
86 C -0.26
87 C -0.18
88 C -0.22
89 N 0.18
90 H 0.07
91 H 0.08
92 H 0.06
93 H 0.09
94 H 0.11
95 H 0.10
96 H 0.13
97 C -0.11
98 C -0.26
99 C -0.19


Entry 2:
Here is a 2-piece molecular cluster, C2H5ClN2 overall from the Open Molecules 2025 dataset. Energies are from wB97M-V/def2-TZVPD.

Atoms and positions in Å:
C -1.226 -0.417 -0.264
C -0.038 -0.680 0.631
N 1.734 1.020 -0.273
N 0.722 1.283 0.279
Cl 1.231 -1.570 0.053
H -1.775 0.493 0.022
H -1.927 -1.321 -0.223
H -0.767 -0.253 -1.192
H -0.075 -0.412 1.640
H 2.121 1.857 -0.671

Forces on the atoms, in the same order (eV/Å):
-0.7888 -1.7227 1.9357
-0.2939 3.8195 -1.2290
0.3827 -0.3643 -0.4018
-1.5144 -2.2320 0.7604
0.3300 -0.8981 0.0057
0.2565 -0.3980 0.1523
0.7952 1.2709 -0.5106
-0.0305 -0.0294 -1.8415
-0.0585 -0.5504 1.5441
0.9218 1.1045 -0.4153

Summary:
- energy above the lowest of the compared OMol25 structures with the same formula, charge and spin (eV) = 3.294
- DFT total energy (Ha) = -648.782837
- LUMO energy (spin up / spin down) (eV) = 1.037 / 1.037
- highest occupied orbital energy (spin up / spin down) (eV) = -7.810 / -7.807
- net charge = 0
- frontier orbital gap (spin up / spin down) (eV) = 8.8 / 8.8

For each atom in turn, the Löwdin charge in e is:
1 C -0.18
2 C -0.72
3 N -0.10
4 N 0.00
5 Cl 0.71
6 H 0.07
7 H 0.10
8 H 0.03
9 H 0.04
10 H 0.05